[1]
A molecular structure, C18H29Cl5GaN2O3Si2Te. Source: OMol25; level of theory: ωB97M-V/def2-TZVPD.

Last column: Löwdin charge in e.
Element x y z (Å)
Ga 0.603 -0.958 -0.487  0.395
Cl 2.097 -5.229 -5.889  0.717
C 2.121 -4.121 -4.583  -0.702
C 0.921 -3.597 -4.103  -0.691
Cl -0.585 -4.084 -4.764  0.732
C 0.952 -2.667 -3.072  -0.546
Cl -0.496 -1.983 -2.451  0.905
C 2.143 -2.252 -2.470  -0.419
O 2.146 -1.361 -1.497  -0.158
C 3.335 -2.830 -2.933  -0.604
Cl 4.795 -2.411 -2.149  0.762
C 3.331 -3.739 -3.990  -0.690
Cl 4.807 -4.376 -4.573  0.733
C 2.008 -3.992 2.511  0.019
C 1.320 -2.934 1.728  -0.246
N 1.934 -1.956 1.154  -0.016
O 3.306 -1.955 1.200  0.009
C -0.138 -2.850 1.636  -0.259
C -1.049 -3.329 2.708  0.017
N -0.547 -2.235 0.580  -0.263
O -1.761 -1.770 0.420  -0.357
H 3.001 -4.169 2.101  0.093
H 1.436 -4.915 2.524  0.095
H 2.137 -3.649 3.539  0.110
H 3.608 -1.247 0.608  0.104
H -0.687 -3.030 3.689  0.098
H -1.133 -4.414 2.691  0.099
H -2.035 -2.901 2.534  0.086
C -1.336 4.163 -1.670  -0.186
Si -2.078 2.462 -2.117  0.528
C -3.849 2.864 -2.692  -0.173
C -0.887 1.560 -3.303  -0.176
C -2.460 1.208 -0.682  -0.488
Te -1.024 0.648 0.786  1.570
C 0.002 2.513 1.049  -0.506
Si -0.111 2.691 2.961  0.458
C 0.861 1.197 3.658  -0.181
C -1.994 2.600 3.290  -0.203
C 0.638 4.340 3.523  -0.170
H -1.499 4.824 -2.519  0.038
H -0.267 4.147 -1.483  0.024
H -1.837 4.618 -0.820  0.032
H -3.851 3.615 -3.474  0.032
H -4.416 3.273 -1.857  0.036
H -4.394 2.001 -3.059  0.032
H -0.579 2.227 -4.101  0.035
H -1.339 0.689 -3.769  0.019
H 0.024 1.235 -2.788  0.011
H -2.768 0.250 -1.108  0.016
H -3.303 1.568 -0.089  0.017
H -0.534 3.310 0.552  -0.021
H 1.022 2.482 0.672  0.024
H 0.669 0.294 3.070  -0.025
H 0.606 0.982 4.691  0.035
H 1.930 1.392 3.627  0.035
H -2.337 1.577 3.437  0.014
H -2.537 3.012 2.440  0.024
H -2.290 3.171 4.165  0.034
H 1.659 4.463 3.177  0.031
H 0.650 4.395 4.605  0.031
H 0.061 5.184 3.161  0.031

Cartesian forces (eV/Å) of the 2 atoms listed first:
0.830 -1.459 0.619
0.051 -0.022 0.011

Charge: +1
Kohn-Sham gap in eV: 7.6
Multiplicity: 1
Relative energy (zero: lowest compared OMol25 entry of this formula, charge and spin) in kcal per mole: 35.7
Lowest unoccupied orbital energy in eV: -3.57

---

[2]
A molecular structure, C16H14BClHfO2. Source: OMol25; level of theory: ωB97M-V/def2-TZVPD.

Last column: Löwdin charge in e.
Element x y z (Å)
C 0.566 1.820 2.346  -0.235
C 0.120 2.858 1.447  -0.186
C 0.869 2.732 0.231  -0.163
H -0.556 3.669 1.704  0.132
C 1.718 1.585 0.341  -0.183
C 1.519 1.013 1.654  -0.223
H 2.091 0.201 2.091  0.125
H 0.294 1.722 3.391  0.114
H 0.850 3.437 -0.592  0.132
H 2.452 1.248 -0.387  0.136
Hf -0.490 0.818 0.505  1.341
Cl -1.920 0.329 2.296  0.127
C -3.947 1.788 -2.953  -0.209
C -2.851 1.971 -3.847  -0.207
C -2.415 3.325 -3.739  -0.211
H -2.437 1.220 -4.514  0.056
C -3.243 3.980 -2.780  -0.207
C -4.190 3.030 -2.294  -0.200
H -4.975 3.226 -1.569  0.059
H -4.515 0.873 -2.819  0.056
H -1.612 3.786 -4.308  0.058
H -3.182 5.025 -2.491  0.058
O 2.194 -1.527 0.559  0.064
B 0.780 -1.266 0.404  -0.355
O 0.179 -2.604 0.256  0.078
C 1.131 -3.509 0.543  -0.240
C 0.907 -4.784 1.007  0.005
C 1.899 -5.347 1.828  -0.076
C 3.125 -4.690 2.042  -0.080
C 3.393 -3.439 1.457  -0.001
C 2.367 -2.854 0.755  -0.226
H -0.047 -5.279 0.815  0.125
H 1.707 -6.318 2.302  0.107
H 3.894 -5.149 2.681  0.107
H 4.324 -2.889 1.639  0.124

Cartesian forces (eV/Å) of the 2 atoms listed first:
1.120 0.910 -0.572
1.202 -0.058 0.425

Charge: 0
Kohn-Sham gap (alpha / beta) in eV: 3.6 / 2.9
Multiplicity: 1
Lowest unoccupied orbital energy (alpha / beta) in eV: -2.29 / -2.64

---

The evaluated DFT total energy for the records listed, in turn: -6111.02980 -1301.55397 a.u..